1.
Molecular formula: C3H12N4
Method: DFT, the ωB97M-V functional and the def2-TZVPD basis

Geometry (Å):
C  -0.5394  -0.6501  0.4575
C  -0.1633  -2.0464  0.2354
C  0.9199  1.5660  0.5963
N  -1.3451  -0.1625  -0.4862
N  1.0630  0.2640  0.2277
N  -1.6474  1.1960  -0.2740
N  1.8425  -0.0868  -0.7631
H  -0.5492  -0.3015  1.4288
H  -0.0183  -2.2503  -0.8260
H  -1.0498  -2.5303  0.5584
H  0.5010  -2.4723  0.9675
H  -0.0348  1.9345  0.1911
H  0.6243  1.5199  1.6795
H  1.7806  2.1377  0.4146
H  -1.1149  -0.2475  -1.5304
H  -1.9464  1.5748  -1.2022
H  -2.4126  1.3571  0.3994
H  2.5221  0.5412  -1.0904
H  2.0005  -1.0993  -0.8463

E_LUMO (alpha / beta), eV: -11.45 / -11.45
HOMO (alpha / beta), Ha: -0.698 / -0.698
Energy relative to the best compared isomer or geometry (same formula, charge and spin), eV: 6.318
Net charge: +2


2.
Molecular formula: C3H12N4
Method: DFT, the ωB97M-V functional and the def2-TZVPD basis

Geometry (Å):
C  0.0513  -0.2831  0.1796
C  -0.9745  0.5122  -0.1160
C  1.3903  0.2541  -0.1485
N  -2.9353  -1.2603  0.3219
N  1.9753  -0.4262  -1.2024
N  -1.7330  1.4847  -0.4059
N  2.3781  0.2043  1.0744
H  -0.1408  -1.2429  0.4730
H  1.4850  1.2752  -0.4135
H  -2.2538  -1.8963  0.0253
H  -3.5501  -1.5221  1.0453
H  2.3906  -0.0044  -1.9721
H  1.3065  -1.1233  -1.5886
H  -2.1460  2.0611  0.3960
H  -1.9320  1.8301  -1.3295
H  -3.2734  -0.5923  -0.3144
H  3.3629  0.4848  0.7695
H  2.2459  0.9190  1.7176
H  2.3528  -0.6747  1.4884

E_LUMO (alpha / beta), eV: -8.72 / -8.72
HOMO (alpha / beta), Ha: -0.629 / -0.629
Energy relative to the best compared isomer or geometry (same formula, charge and spin), eV: 3.576
Net charge: +2


3.
Molecular formula: C3H12N4S
Method: DFT, the ωB97M-V functional and the def2-TZVPD basis

Geometry (Å):
C  1.2398  0.7616  1.1896
C  2.1502  0.3302  0.0354
S  1.6890  -1.4220  -0.2212
N  1.2625  2.1978  1.3352
H  0.2192  0.3576  1.0532
H  1.6498  0.3169  2.1003
H  1.9314  0.9498  -0.8722
H  3.1699  0.5014  0.2952
H  2.5302  -1.6846  -1.2482
H  0.5692  2.6470  0.7312
H  1.0902  2.4821  2.3122
N  -1.5574  -1.2545  -0.0248
C  -2.0777  -0.0291  -0.4804
N  -2.3251  -0.0616  -1.8893
N  -2.3771  1.0344  0.1936
H  -1.2466  -1.2926  0.9458
H  -1.9188  -2.1424  -0.3843
H  -2.8864  -0.8974  -2.1922
H  -2.8262  0.8252  -2.1631
H  -2.2014  0.9011  1.1923

SMILES string: N=C(N)N.NCCS
E_LUMO, eV: 0.66
HOMO, Ha: -0.320
Energy relative to the best compared isomer or geometry (same formula, charge and spin), eV: 0.265


4.
Molecular formula: C3H12NO
Method: DFT, the ωB97M-V functional and the def2-TZVPD basis

Geometry (Å):
C  1.5533  -0.3709  -2.1206
O  1.5982  0.1415  -0.7999
H  2.5071  0.0843  -0.4911
H  0.5764  -0.1095  -2.5120
H  1.6687  -1.4607  -2.1793
H  2.3662  -0.0309  -2.7626
C  -0.7481  -0.4287  0.9551
C  -2.1517  0.0127  0.7509
N  0.1729  0.7419  1.3112
H  -0.5726  -1.2253  1.6816
H  -0.3372  -0.8636  0.0421
H  -2.8800  0.0976  1.5705
H  -2.6571  -0.6192  0.0019
H  0.4971  1.2961  0.5125
H  -0.4114  1.4045  1.8681
H  0.9536  0.3594  1.9252
H  -2.1356  0.9709  0.2463

2S+1: 2
E_LUMO (alpha / beta), eV: 0.92 / 0.65
<S²>: 0.75
HOMO (alpha / beta), Ha: -0.118 / -0.399
Energy relative to the best compared isomer or geometry (same formula, charge and spin), eV: 1.084


5.
Molecular formula: C3H12NO
Method: DFT, the ωB97M-V functional and the def2-TZVPD basis

Geometry (Å):
C  1.2367  -0.5100  -0.5754
C  0.3424  -0.5566  -1.6867
C  -1.1699  -0.5767  -1.3440
N  0.7407  0.0711  0.7660
H  1.5537  -1.4619  -0.2554
H  2.1024  0.2967  -0.8858
H  0.7379  -1.2586  -2.4056
H  0.4930  0.3231  -2.3257
H  -1.7976  -0.2671  -2.1336
H  -1.5763  -1.6306  -0.9846
H  -1.5545  0.0349  -0.5064
H  1.5204  0.5980  1.3160
H  0.0475  0.8524  0.9012
H  0.2982  -0.7048  1.4034
H  -1.7087  1.9292  2.6279
H  -0.4843  1.3570  3.5442
O  -0.7814  1.5042  2.5446

2S+1: 2
E_LUMO (alpha / beta), eV: 0.85 / 0.51
<S²>: 0.75
HOMO (alpha / beta), Ha: -0.124 / -0.416
Energy relative to the best compared isomer or geometry (same formula, charge and spin), eV: 1.715


6.
Molecular formula: C3H12NO
Method: DFT, the ωB97M-V functional and the def2-TZVPD basis

Geometry (Å):
C  -1.6368  -0.7817  -0.0952
C  0.6616  -0.4022  -0.3021
C  -0.8769  1.4356  0.4278
N  -0.5545  -0.0065  0.3985
H  -2.5087  -0.6815  0.5729
H  -1.2927  -1.8294  -0.0699
H  -1.9522  -0.5398  -1.1241
H  1.5218  0.1935  0.0469
H  0.5621  -0.2709  -1.3927
H  0.8626  -1.4664  -0.0927
H  -0.7142  1.8087  -0.5974
H  -0.1612  1.9356  1.1019
H  -1.9003  1.7020  0.7409
H  -0.3203  -0.2000  1.3973
O  3.0052  -0.3857  -0.0242
H  2.8543  -0.9275  -0.8316
H  2.4502  0.4161  -0.1563

E_LUMO, eV: -3.49
HOMO, Ha: -0.554
Energy relative to the best compared isomer or geometry (same formula, charge and spin), eV: 3.573
Net charge: +1


7.
Molecular formula: C3H12NO
Method: DFT, the ωB97M-V functional and the def2-TZVPD basis

Geometry (Å):
C  1.6383  -0.5033  0.4675
C  2.3781  0.6669  -0.0441
N  0.4987  0.0949  1.3975
H  1.1618  -1.0401  -0.2192
H  2.2617  -1.2851  0.9814
H  1.7414  1.3292  -0.5248
H  3.2705  0.3901  -0.4685
H  0.3943  -0.5005  2.1998
H  0.8278  1.0634  1.6248
H  -0.3612  0.1096  0.8326
H  2.8535  1.1972  0.7448
C  -3.1653  -0.2496  -1.2537
O  -1.8175  -0.1334  -0.7477
H  -1.1167  -0.5559  -1.3905
H  -3.4659  0.2025  -2.2315
H  -3.6214  0.4560  -0.4203
H  -3.4780  -1.2420  -0.9482

E_LUMO, eV: -3.37
HOMO, Ha: -0.528
Energy relative to the best compared isomer or geometry (same formula, charge and spin), eV: 2.363
Net charge: +1


8.
Molecular formula: C3H12NO
Method: DFT, the ωB97M-V functional and the def2-TZVPD basis

Geometry (Å):
C  -0.4235  -0.4784  -0.6169
C  1.0064  -0.0523  -0.9930
C  1.0269  0.1486  -2.5168
N  -0.7240  -0.1627  0.9196
H  -1.0616  0.1064  -1.2660
H  -0.5893  -1.5414  -0.5942
H  1.5975  -0.9568  -0.8354
H  1.3780  0.7445  -0.5366
H  0.1758  0.8829  -2.7341
H  1.9774  0.4874  -2.9545
H  0.6815  -0.6818  -3.1757
H  -1.6587  -0.4983  1.1664
H  0.0607  -0.6071  1.5561
H  -0.5403  0.8497  1.0524
H  -0.2981  0.3939  4.1982
H  -1.6466  0.9102  3.9053
O  -0.9619  0.4553  3.4252

E_LUMO, eV: -3.50
HOMO, Ha: -0.570
Energy relative to the best compared isomer or geometry (same formula, charge and spin), eV: 1.385
Net charge: +1


9.
Molecular formula: C3H12NO
Method: DFT, the ωB97M-V functional and the def2-TZVPD basis

Geometry (Å):
C  2.4226  -0.4364  0.8675
C  1.1848  0.4705  0.8569
N  0.0533  0.0645  -0.2367
C  -0.8126  1.2066  -0.5799
H  3.2110  -0.1777  0.0049
H  3.0150  -0.2872  1.8008
H  2.1517  -1.5500  0.8532
H  0.5038  0.6461  1.7059
H  1.5224  1.3651  0.4791
H  -0.3741  -0.8474  0.0711
H  0.7014  -0.2427  -1.0671
H  -0.4189  2.2991  -0.3805
H  -1.7662  1.0701  -0.1688
H  -0.8028  1.2684  -1.8098
H  -3.0809  -1.7267  -0.4038
H  -2.7829  -0.5476  -1.1801
O  -2.3776  -1.1457  -0.6394

2S+1: 2
E_LUMO (alpha / beta), eV: -7.69 / -16.66
<S²>: 0.75
HOMO (alpha / beta), Ha: -0.801 / -0.749
Energy relative to the best compared isomer or geometry (same formula, charge and spin), eV: 3.260
Net charge: +2


10.
Molecular formula: C3H12NO2
Method: DFT, the ωB97M-V functional and the def2-TZVPD basis

Geometry (Å):
C  2.0727  0.3366  -1.4375
C  1.0260  -0.5024  -0.6951
C  1.0142  -0.9937  0.5516
N  0.6589  -0.2279  1.7685
H  1.5867  1.3070  -1.7829
H  2.8679  0.7759  -0.6753
H  2.3705  -0.1943  -2.3908
H  0.2247  -0.9883  -1.4059
H  1.1953  -2.0699  0.6362
H  1.1312  0.6312  1.9965
H  -0.4358  0.0168  1.6531
H  0.9290  -0.8423  2.4701
H  -1.9281  0.6156  0.4111
H  -2.1581  0.8617  1.9574
O  -1.4565  0.9147  1.2725
H  -2.5513  0.9296  -1.8671
H  -2.7954  -0.5029  -2.1099
O  -2.2593  0.0868  -1.4957

E_LUMO, eV: -3.99
HOMO, Ha: -0.448
Energy relative to the best compared isomer or geometry (same formula, charge and spin), eV: 4.068
Net charge: +1


11.
Molecular formula: C3H12NO2
Method: DFT, the ωB97M-V functional and the def2-TZVPD basis

Geometry (Å):
C  0.0008  -0.2315  1.7321
C  -0.8559  0.7198  0.8943
C  -0.8098  2.0284  0.6396
N  -1.9083  -0.0670  0.1195
H  -0.7201  -0.5350  2.5226
H  0.4336  -1.0074  1.1415
H  0.7709  0.3052  2.3014
H  -0.8683  2.3659  -0.4201
H  -0.6008  2.8050  1.3586
H  -2.6159  0.6273  -0.1409
H  -2.4168  -0.7820  0.6633
H  -1.5396  -0.6869  -0.6319
H  0.3698  -0.1692  -1.8333
H  0.6656  -1.5286  -1.0194
O  0.0051  -1.0128  -1.4878
H  3.4358  -0.0449  -1.4998
H  3.5583  -1.2383  -0.7690
O  2.8595  -0.7991  -1.2824

E_LUMO, eV: -3.68
HOMO, Ha: -0.511
Energy relative to the best compared isomer or geometry (same formula, charge and spin), eV: 2.337
Net charge: +1


12.
Molecular formula: C3H12NO2
Method: DFT, the ωB97M-V functional and the def2-TZVPD basis

Geometry (Å):
C  -1.2436  -0.9206  -0.6431
C  0.1071  -1.3570  -1.1945
C  0.2699  -2.1796  -2.2318
N  1.1593  -0.3306  -0.8777
H  -1.4043  -1.2160  0.3882
H  -1.2248  0.1807  -0.6383
H  -2.0272  -1.2429  -1.3129
H  1.2636  -2.5339  -2.4809
H  -0.6808  -2.5897  -2.5494
H  1.2626  0.3002  -1.6721
H  2.0451  -0.7319  -0.5683
H  0.7890  0.2831  -0.0941
H  0.0864  1.4737  1.8310
H  1.3982  0.7926  2.1390
O  0.7211  0.8074  1.4644
H  -1.5984  3.2733  2.6897
H  -0.0962  3.2945  2.9363
O  -0.8271  2.6967  2.8143

E_LUMO, eV: -3.28
HOMO, Ha: -0.526
Energy relative to the best compared isomer or geometry (same formula, charge and spin), eV: 1.126
Net charge: +1


Which of these has the highest energy relative to the best compared isomer or geometry (same formula, charge and spin)?
number 1